(1)
Computed, not measured: a molecular structure, C25H24As2ClN2O12PbS3Sb at a distorted geometry, with ωB97M-V with the def2-TZVPD basis set.

The geometry in XYZ format:
```
71
C25H24As2ClN2O12PbS3Sb (ωB97M-V with the def2-TZVPD basis set)
Pb -0.378 0.482 -0.188
S -1.920 -0.229 3.269
Sb -0.894 -2.223 2.702
S 1.400 -0.797 3.798
S -1.324 -1.905 0.389
O -2.603 1.442 -6.528
C -2.920 1.117 -5.265
O -4.021 1.241 -4.834
C -1.815 0.538 -4.430
C -1.004 -0.543 -4.690
Cl -0.873 -1.472 -6.103
N -0.297 -0.836 -3.569
N -0.632 0.037 -2.585
C -1.539 0.859 -3.097
C -2.056 2.025 -2.263
O -2.389 3.022 -2.852
O -2.014 1.807 -0.982
C 0.619 -1.929 -3.427
C 1.782 -1.929 -4.185
C 2.601 -3.048 -4.178
C 2.261 -4.152 -3.408
C 1.107 -4.132 -2.638
C 0.274 -3.023 -2.649
H -1.670 1.312 -6.728
H 2.024 -1.073 -4.803
H 3.493 -3.063 -4.791
H 2.889 -5.034 -3.418
H 0.829 -5.005 -2.059
H -0.656 -3.022 -2.099
C 3.445 1.935 -2.137
O 4.742 2.378 -1.758
C 5.435 1.885 -0.727
O 6.492 2.394 -0.471
C 4.943 0.718 0.103
C 5.685 0.415 1.174
As 5.239 -1.054 2.370
C 5.261 -0.135 4.094
C 3.249 -1.019 1.778
C 2.521 -0.200 2.730
As 3.333 -0.416 -0.142
C 4.340 -1.973 -0.813
C 2.668 1.312 2.611
O 2.662 1.748 1.486
O 2.714 2.144 3.623
C 2.623 1.824 5.026
C 2.821 -2.478 1.835
O 3.339 -3.313 2.524
O 1.797 -2.731 1.005
C 1.412 -4.118 0.909
C 6.885 1.190 1.679
O 6.702 1.991 2.554
O 8.109 0.789 1.342
C 8.309 -0.046 0.196
H 3.191 2.512 -3.020
H 2.713 2.136 -1.354
H 3.437 0.873 -2.387
H 6.294 -0.163 4.435
H 4.655 -0.704 4.799
H 4.960 0.907 4.034
H 5.051 -2.333 -0.071
H 4.890 -1.688 -1.708
H 3.653 -2.776 -1.077
H 3.097 2.655 5.537
H 3.127 0.895 5.278
H 1.577 1.768 5.313
H 0.578 -4.144 0.216
H 1.120 -4.502 1.885
H 2.252 -4.708 0.548
H 9.353 -0.338 0.222
H 8.113 0.518 -0.714
H 7.683 -0.938 0.232
```

Results
relative energy (zero: lowest compared OMol25 entry of this formula, charge and spin) = 0.0 kJ/mol
charge = +1
LUMO energy (spin up / spin down) = -5.577 / -6.427 eV
strongest force on any atom = 1.02 eV Å⁻¹
2S+1 = 2
E = -8538.59397 Eh

Atom charges from the natural (NBO) analysis, given in e for atoms 1 to 6: Pb 1.4359; S -0.2205; Sb 1.0859; S 0.0290; S -0.8230; O -0.6465

(2)
Computed, not measured: a molecular structure, C25H24ClI2N6O5SZr, with ωB97M-V with the def2-TZVPD basis set.

The geometry in XYZ format:
```
65
C25H24ClI2N6O5SZr (ωB97M-V with the def2-TZVPD basis set)
Zr -0.187 -0.513 -0.339
C 4.017 -0.088 1.710
C 2.564 -0.181 1.395
N 2.121 -0.450 0.213
N 3.099 -0.742 -0.747
C 3.604 -2.022 -0.767
N 4.694 -2.144 -1.558
S 2.976 -3.244 0.139
C 1.536 -0.079 2.458
C 1.800 0.408 3.723
C 0.773 0.411 4.664
C -0.456 -0.094 4.303
C -0.637 -0.564 3.006
N 0.330 -0.547 2.100
H 4.479 -1.053 1.489
H 4.199 0.144 2.752
H 4.504 0.670 1.095
H 3.701 0.030 -0.998
H 4.863 -1.485 -2.301
H 5.019 -3.085 -1.708
H 2.774 0.791 3.985
H 0.946 0.798 5.658
H -1.282 -0.124 5.000
H -1.589 -0.970 2.687
C 2.347 0.443 -4.047
O 1.472 -0.411 -4.769
C 0.134 -0.268 -4.585
C -0.653 -0.452 -5.716
C -2.032 -0.331 -5.677
C -2.641 0.012 -4.487
C -1.881 0.140 -3.323
C -2.550 0.616 -2.130
N -2.041 0.501 -0.961
N -2.578 1.267 0.083
C -1.579 1.686 0.794
O -0.326 1.370 0.480
C -1.803 2.493 2.007
C -3.070 2.564 2.584
C -3.251 3.286 3.752
C -2.176 3.943 4.340
C -0.917 3.879 3.761
C -0.727 3.149 2.597
C -0.478 -0.039 -3.349
O 0.244 -0.009 -2.210
H 3.283 0.445 -4.602
H 1.956 1.462 -4.002
H 2.501 0.071 -3.035
H -0.135 -0.681 -6.638
H -2.614 -0.469 -6.577
H -3.710 0.172 -4.434
H -3.483 1.168 -2.229
H -3.897 2.049 2.115
H -4.232 3.341 4.203
H -2.324 4.511 5.249
H -0.085 4.402 4.213
H 0.249 3.089 2.135
Cl -3.757 -2.925 2.129
C -3.083 -3.602 0.628
C -2.206 -2.603 -0.078
O -2.307 -2.396 -1.283
O -1.296 -2.008 0.632
H -3.901 -3.894 -0.021
H -2.481 -4.469 0.897
I -0.035 -3.400 -2.557
I 2.214 -3.974 -3.852
```

Results
relative energy (zero: lowest compared OMol25 entry of this formula, charge and spin) = 187.2 kJ/mol
charge = +1
LUMO energy = -3.969 eV
strongest force on any atom = 0.63 eV Å⁻¹
E = -3172.62416 Eh

Atom charges from the natural (NBO) analysis, given in e for atoms 1 to 6: Zr 2.4326; C -0.7062; C 0.4386; N -0.4109; N -0.4906; C 0.2515

(3)
Computed, not measured: C25H24N4O3S2 in the gas phase, with ωB97M-V with the def2-TZVPD basis set.

The geometry in XYZ format:
```
58
C25H24N4O3S2 (ωB97M-V with the def2-TZVPD basis set)
C 7.864 3.910 0.581
C 7.564 2.462 0.338
C 8.616 1.545 0.280
C 8.414 0.193 0.060
C 9.539 -0.791 -0.001
C 7.101 -0.224 -0.104
S 6.515 -1.848 -0.392
C 4.883 -1.163 -0.416
N 3.825 -1.953 -0.723
N 2.548 -1.424 -0.518
C 1.583 -2.231 -0.006
O 1.796 -3.414 0.195
C 0.272 -1.573 0.237
C -0.143 -0.439 -0.461
C -1.381 0.116 -0.193
C -2.193 -0.456 0.770
S -3.799 0.283 1.067
O -3.650 1.708 1.105
O -4.394 -0.376 2.197
N -4.538 -0.115 -0.379
C -5.073 -1.457 -0.434
C -6.413 -1.550 0.293
C -7.347 -0.463 -0.160
C -8.718 -0.596 0.031
C -9.590 0.404 -0.354
C -9.097 1.558 -0.942
C -7.737 1.699 -1.137
C -6.854 0.698 -0.747
C -5.380 0.883 -1.001
C -1.799 -1.583 1.464
C -0.565 -2.147 1.191
N 4.789 0.106 -0.236
C 6.020 0.676 -0.053
C 6.262 2.026 0.171
H 8.384 4.035 1.530
H 8.510 4.300 -0.205
H 6.951 4.499 0.604
H 9.627 1.905 0.413
H 9.547 -1.292 -0.969
H 9.410 -1.556 0.763
H 10.496 -0.298 0.149
H 3.844 -2.947 -0.508
H 2.543 -0.414 -0.472
H 0.482 -0.007 -1.227
H -1.733 0.993 -0.711
H -5.186 -1.727 -1.489
H -4.336 -2.121 0.022
H -6.229 -1.430 1.364
H -6.864 -2.531 0.130
H -9.099 -1.497 0.490
H -10.652 0.286 -0.198
H -9.771 2.345 -1.245
H -7.344 2.597 -1.593
H -5.192 0.860 -2.084
H -5.049 1.850 -0.617
H -2.461 -1.994 2.210
H -0.229 -3.034 1.707
H 5.430 2.711 0.210
```

Results
relative energy (zero: lowest compared OMol25 entry of this formula, charge and spin) = 0.0 kJ/mol
charge = 0
LUMO energy = -0.055 eV
strongest force on any atom = 1.00 eV Å⁻¹
SMILES string = Cc1cc(C)c2sc(NNC(=O)c3ccc(S(=O)(=O)N4CCc5ccccc5C4)cc3)nc2c1
E = -2208.20931 Eh

Atom charges from the natural (NBO) analysis, given in e for atoms 1 to 6: C -0.6247; C -0.0006; C -0.2261; C -0.0230; C -0.6355; C -0.1576

(4)
Computed, not measured: C25H24N4O4S in the gas phase, with ωB97M-V with the def2-TZVPD basis set.

The geometry in XYZ format:
```
58
C25H24N4O4S (ωB97M-V with the def2-TZVPD basis set)
C 3.449 3.748 -1.082
O 3.578 2.348 -1.050
C 3.549 1.711 0.166
C 3.297 2.365 1.361
C 3.319 1.680 2.567
C 3.592 0.328 2.578
C 3.823 -0.341 1.387
C 3.803 0.320 0.162
N 4.096 -0.318 -1.052
C 3.111 -0.249 -2.107
C 1.904 -1.168 -1.788
N 2.309 -2.170 -0.828
C 1.613 -2.511 0.276
O 1.994 -3.351 1.069
C 0.298 -1.808 0.476
C 0.255 -0.578 1.139
C -0.959 0.022 1.392
C -2.146 -0.596 1.001
C -3.438 0.044 1.263
O -3.571 1.120 1.801
N -4.558 -0.679 0.849
C -5.845 -0.025 1.050
C -6.025 1.085 0.068
C -6.456 2.368 0.221
C -6.428 2.948 -1.072
C -5.977 1.977 -1.907
O -5.730 0.844 -1.228
C -4.513 -1.892 0.220
S -5.840 -2.740 -0.259
N -3.282 -2.427 -0.008
C -2.100 -1.836 0.354
C -0.871 -2.439 0.091
C 3.614 -2.750 -1.068
C 4.692 -1.635 -1.032
H 4.223 4.237 -0.482
H 2.461 4.073 -0.738
H 3.574 4.028 -2.127
H 3.095 3.424 1.369
H 3.126 2.211 3.486
H 3.610 -0.221 3.507
H 3.997 -1.404 1.428
H 2.779 0.777 -2.239
H 3.601 -0.574 -3.030
H 1.548 -1.657 -2.704
H 1.083 -0.587 -1.367
H 1.174 -0.108 1.451
H -1.022 0.973 1.897
H -5.874 0.387 2.061
H -6.621 -0.787 0.927
H -6.750 2.839 1.135
H -6.703 3.949 -1.334
H -5.792 1.963 -2.963
H -3.274 -3.331 -0.463
H -0.837 -3.399 -0.403
H 3.602 -3.243 -2.045
H 3.783 -3.501 -0.295
H 5.337 -1.727 -0.159
H 5.326 -1.716 -1.923
```

Results
relative energy (zero: lowest compared OMol25 entry of this formula, charge and spin) = 97.2 kJ/mol
charge = 0
LUMO energy = 0.135 eV
strongest force on any atom = 0.91 eV Å⁻¹
SMILES string = COc1ccccc1N1CCN(C(=O)c2ccc3c(=O)n(Cc4ccco4)c(=S)[nH]c3c2)CC1
E = -1885.26639 Eh

Atom charges from the natural (NBO) analysis, given in e for atoms 1 to 6: C -0.2487; O -0.5071; C 0.2754; C -0.2832; C -0.2243; C -0.2429

(5)
Computed, not measured: C25H24N4O6 in the gas phase, with ωB97M-V with the def2-TZVPD basis set.

The geometry in XYZ format:
```
59
C25H24N4O6 (ωB97M-V with the def2-TZVPD basis set)
C -6.959 -1.576 0.346
O -7.069 -0.257 -0.136
C -5.955 0.519 -0.165
C -6.128 1.818 -0.647
C -5.052 2.679 -0.711
C -3.796 2.268 -0.302
C -3.621 0.975 0.179
N -2.332 0.606 0.587
C -1.892 -0.579 1.057
O -2.549 -1.583 1.231
C -0.381 -0.542 1.351
N 0.395 -0.517 0.122
C 0.743 0.716 -0.352
O 0.324 1.735 0.191
N 1.565 0.779 -1.447
C 1.905 2.099 -1.973
C 3.380 2.456 -1.777
C 3.967 2.132 -0.409
O 5.105 1.733 -0.288
N 3.160 2.358 0.655
C 3.548 1.884 1.968
C 3.192 0.442 2.162
C 3.461 -0.655 1.397
C 2.878 -1.758 2.068
C 2.299 -1.249 3.188
O 2.476 0.083 3.249
C 2.070 -0.325 -2.133
O 2.771 -0.172 -3.107
C 1.639 -1.617 -1.607
C 2.070 -2.783 -2.241
C 1.631 -4.013 -1.808
C 0.727 -4.082 -0.753
C 0.291 -2.940 -0.112
C 0.766 -1.691 -0.514
C -4.697 0.097 0.249
H -7.961 -1.998 0.278
H -6.272 -2.171 -0.264
H -6.627 -1.596 1.389
H -7.112 2.124 -0.962
H -5.191 3.682 -1.084
H -2.953 2.942 -0.351
H -1.635 1.342 0.498
H -0.140 0.363 1.915
H -0.099 -1.415 1.938
H 1.245 2.820 -1.488
H 1.693 2.085 -3.046
H 3.510 3.524 -1.963
H 3.986 1.912 -2.503
H 2.182 2.574 0.521
H 3.059 2.487 2.735
H 4.635 2.005 2.039
H 4.021 -0.673 0.484
H 2.896 -2.782 1.756
H 1.760 -1.708 3.993
H 2.748 -2.680 -3.075
H 1.969 -4.915 -2.292
H 0.352 -5.041 -0.430
H -0.438 -3.026 0.676
H -4.532 -0.896 0.626
```

Results
relative energy (zero: lowest compared OMol25 entry of this formula, charge and spin) = 162.4 kJ/mol
charge = 0
LUMO energy = 0.071 eV
strongest force on any atom = 0.87 eV Å⁻¹
SMILES string = COc1cccc(NC(=O)Cn2c(=O)n(CCC(=O)NCc3ccco3)c(=O)c3ccccc32)c1
E = -1637.63434 Eh

Atom charges from the natural (NBO) analysis, given in e for atoms 1 to 6: C -0.2533; O -0.4906; C 0.3346; C -0.2804; C -0.1764; C -0.2955

(6)
Computed, not measured: a molecular structure, C25H24NO8P3Y, with ωB97M-V with the def2-TZVPD basis set.

The geometry in XYZ format:
```
62
C25H24NO8P3Y (ωB97M-V with the def2-TZVPD basis set)
Y -1.803 -0.526 -0.143
O -1.895 -0.799 2.541
C -0.831 -0.399 2.064
C 0.423 -0.390 2.885
C 0.448 -0.332 4.272
C 1.664 -0.317 4.938
C 2.850 -0.393 4.215
C 2.829 -0.472 2.828
C 1.613 -0.453 2.153
P 1.415 -0.570 0.321
C 3.008 -1.393 -0.103
C 3.031 -2.784 0.012
C 4.186 -3.500 -0.257
C 5.336 -2.833 -0.663
C 5.318 -1.453 -0.796
C 4.162 -0.736 -0.516
C 1.746 1.135 -0.253
C 1.577 1.370 -1.618
C 1.795 2.635 -2.141
C 2.160 3.680 -1.304
C 2.306 3.458 0.059
C 2.099 2.189 0.584
H -0.494 -0.299 4.808
H 1.692 -0.256 6.019
H 3.799 -0.395 4.738
H 3.759 -0.553 2.278
H 2.127 -3.305 0.310
H 4.190 -4.579 -0.162
H 6.238 -3.389 -0.883
H 6.210 -0.929 -1.120
H 4.157 0.342 -0.623
H 1.241 0.564 -2.262
H 1.650 2.813 -3.199
H 2.312 4.673 -1.710
H 2.572 4.275 0.718
H 2.205 2.024 1.649
O -1.732 -2.278 -4.149
P -2.125 -1.042 -3.216
O -2.622 0.086 -3.997
O -0.985 -0.821 -2.210
O -3.325 -1.646 -2.252
P -3.386 -2.981 -1.326
O -2.578 -4.097 -2.198
O -4.773 -3.416 -1.133
O -2.476 -2.648 -0.154
H -1.636 -3.082 -3.615
H -3.252 -4.682 -2.565
C -1.550 2.831 -1.112
C -2.915 2.527 -0.579
C -4.042 3.306 -0.514
C -5.076 2.487 0.032
C -4.524 1.252 0.266
C -5.150 -0.008 0.783
N -3.196 1.267 -0.098
H -1.491 3.863 -1.458
H -1.310 2.187 -1.965
H -0.778 2.695 -0.345
H -4.122 4.336 -0.828
H -6.102 2.769 0.220
H -6.114 0.205 1.246
H -4.514 -0.480 1.539
H -5.323 -0.735 -0.016
```

Results
relative energy (zero: lowest compared OMol25 entry of this formula, charge and spin) = 0.0 kJ/mol
charge = -1
LUMO energy = 2.362 eV
strongest force on any atom = 0.80 eV Å⁻¹
E = -2686.65448 Eh

Atom charges from the natural (NBO) analysis, given in e for atoms 1 to 6: Y 2.0102; O -0.6017; C 0.0831; C -0.1476; C -0.1715; C -0.2107

(7)
Computed, not measured: C25H24O3 in the gas phase at a distorted geometry, with ωB97M-V with the def2-TZVPD basis set.

The geometry in XYZ format:
```
52
C25H24O3 (ωB97M-V with the def2-TZVPD basis set)
C 1.367 0.677 -3.589
C 1.555 -0.556 -2.761
O 2.658 -1.048 -2.595
C 0.278 -1.287 -2.127
C 0.136 -2.540 -3.001
C -1.041 -0.403 -2.161
C -2.161 -0.833 -3.061
O -1.164 0.594 -1.472
C 0.630 -1.599 -0.716
C -0.228 -2.715 -0.101
C 0.112 -4.049 -0.406
C -0.607 -5.116 0.137
C -1.657 -4.862 1.031
C -2.002 -3.538 1.331
C -1.341 -2.465 0.702
C 0.848 -0.389 0.209
C 1.218 0.887 -0.235
C 1.612 1.899 0.636
C 1.562 1.659 2.014
O 1.886 2.670 2.920
C 0.920 3.683 3.059
C -0.209 3.440 3.849
C -1.281 4.330 3.761
C -1.198 5.450 2.927
C -0.028 5.712 2.208
C 1.059 4.840 2.289
C 1.157 0.412 2.500
C 0.854 -0.604 1.600
H 0.470 1.235 -3.309
H 2.254 1.307 -3.456
H 1.320 0.387 -4.646
H -0.681 -3.195 -2.668
H -0.056 -2.245 -4.044
H 1.067 -3.127 -2.972
H -2.230 -1.924 -3.131
H -3.104 -0.448 -2.657
H -2.026 -0.407 -4.069
H 1.631 -2.061 -0.766
H 0.966 -4.252 -1.059
H -0.345 -6.138 -0.149
H -2.208 -5.695 1.479
H -2.800 -3.332 2.051
H -1.665 -1.439 0.909
H 1.225 1.156 -1.283
H 1.965 2.860 0.252
H -0.234 2.548 4.475
H -2.175 4.132 4.346
H -2.049 6.122 2.840
H 0.051 6.593 1.574
H 1.991 5.009 1.748
H 1.092 0.254 3.581
H 0.607 -1.585 2.007
```

Results
relative energy (zero: lowest compared OMol25 entry of this formula, charge and spin) = 132.1 kJ/mol
charge = 0
LUMO energy = 0.599 eV
strongest force on any atom = 2.16 eV Å⁻¹
SMILES string = CC(=O)C(C)(C(C)=O)[C@H](c1ccccc1)c1ccc(Oc2ccccc2)cc1
E = -1192.73584 Eh

Atom charges from the natural (NBO) analysis, given in e for atoms 1 to 6: C -0.7548; C 0.6595; O -0.5520; C -0.2617; C -0.6142; C 0.6350

(8)
Computed, not measured: a molecular structure, C25H25AsCl2N2O3OsS at a distorted geometry, with ωB97M-V with the def2-TZVPD basis set.

The geometry in XYZ format:
```
60
C25H25AsCl2N2O3OsS (ωB97M-V with the def2-TZVPD basis set)
Os 0.198 0.198 0.420
Cl 1.651 1.521 -1.845
C 2.066 2.808 -0.766
C 2.761 3.894 -1.253
C 3.101 4.919 -0.381
C 2.753 4.855 0.958
C 2.043 3.769 1.433
Cl 1.600 3.712 3.095
C 1.667 2.701 0.591
N 0.956 1.656 1.114
H 3.039 3.938 -2.296
H 3.640 5.779 -0.753
H 3.031 5.646 1.640
N -1.408 1.401 -0.694
C -2.738 1.381 -0.090
C -2.844 1.544 1.280
C -4.082 1.432 1.893
C -5.202 1.143 1.132
C -5.100 1.039 -0.251
C -3.864 1.168 -0.868
S -6.791 0.838 1.927
O -6.482 0.944 3.343
O -7.643 1.881 1.393
O -7.106 -0.505 1.470
H -1.460 1.198 -1.687
H -1.002 2.329 -0.603
H -1.954 1.780 1.852
H -4.201 1.528 2.965
H -5.996 0.841 -0.824
H -3.772 1.056 -1.944
C -0.910 -0.345 3.665
As -0.998 -1.339 1.995
C 0.102 -2.858 2.477
C -2.801 -2.037 2.072
H -0.980 -1.040 4.502
H -1.733 0.362 3.724
H 0.035 0.195 3.707
H -0.285 -3.292 3.397
H 1.120 -2.503 2.628
H 0.108 -3.609 1.688
H -2.978 -2.293 3.115
H -2.895 -2.920 1.444
H -3.521 -1.287 1.752
C 1.321 -4.676 -1.659
C 0.273 -3.729 -1.620
C 0.473 -2.532 -0.994
C 1.701 -2.216 -0.359
C 1.862 -0.988 0.358
C 3.083 -0.721 0.926
C 4.155 -1.639 0.815
C 3.997 -2.830 0.169
C 2.754 -3.154 -0.432
C 2.531 -4.386 -1.095
H 1.160 -5.626 -2.150
H -0.673 -3.949 -2.096
H -0.333 -1.787 -1.018
H 3.233 0.193 1.486
H 5.106 -1.394 1.271
H 4.811 -3.543 0.111
H 3.343 -5.102 -1.148
```

Results
relative energy (zero: lowest compared OMol25 entry of this formula, charge and spin) = 162.2 kJ/mol
charge = 0
LUMO energy (spin up / spin down) = -2.217 / -2.236 eV
strongest force on any atom = 2.19 eV Å⁻¹
E = -4947.78984 Eh

Atom charges from the natural (NBO) analysis, given in e for atoms 1 to 6: Os 0.8024; Cl 0.0796; C -0.0583; C -0.2297; C -0.1564; C -0.2321